Below is a cluster of 2 separate species, C10H16BFN2O6P in total in a non-equilibrium geometry, with properties calculated with ωB97M-V/def2-TZVPD.

Properties
DFT total energy in Eh: -1417.55687
Charge: +1
Lowest unoccupied orbital energy in Eh: -0.16704
F_max in eV Å⁻¹: 1.21
Spin multiplicity: 1

Positions of all 37 atoms, in Å:
1 C -2.19269 -1.26705 2.02302
2 N -1.36550 -0.37212 1.23776
3 C -1.60699 1.05145 1.33865
4 B -0.34425 -0.84852 0.37526
5 O -0.46021 -0.71454 -0.98840
6 C 1.01013 -1.54914 0.94812
7 C 0.91167 -2.49192 1.96660
8 C 2.02765 -3.14430 2.47301
9 C 3.27122 -2.83412 1.96104
10 C 3.35242 -1.86830 0.97483
11 N 2.25778 -1.25314 0.49129
12 P 2.50890 0.02970 -0.83604
13 O 2.55080 1.34025 0.12609
14 O 4.07268 -0.17555 -1.12363
15 H -2.06874 -1.10932 3.09720
16 H -1.96232 -2.30135 1.78568
17 H -3.25132 -1.14412 1.80486
18 H -2.60857 1.28311 1.68751
19 H -1.49164 1.59181 0.40438
20 H -0.93542 1.52872 2.05779
21 H -0.01090 -1.44818 -1.42288
22 H -0.04096 -2.74461 2.39517
23 H 1.90771 -3.86969 3.25981
24 H 4.17329 -3.30875 2.30590
25 H 4.31678 -1.61609 0.56951
26 H 1.94716 1.20582 0.86994
27 H 4.58408 0.60251 -0.84255
28 C -1.41087 2.44253 -3.63967
29 C -1.53662 2.26265 -2.14418
30 O -2.71232 2.98379 -1.84931
31 C -3.50637 2.94782 -2.96780
32 O -4.65178 3.22187 -2.98653
33 O -2.77914 2.54121 -4.03930
34 F -0.49124 2.82624 -1.47169
35 H -0.88749 3.36660 -3.88951
36 H -0.92272 1.60649 -4.13391
37 H -1.65424 1.22824 -1.81801